[1]
48
Properties=species:S:1:pos:R:3:forces:R:3:lowdin_charge:R:1 method="wB97M-V/def2-TZVPD" e_lumo_ev=0.78 gap_ev=8.778 charge=0 smiles="COc1ccccc1NC(=O)[C@@H](C)N(C)CCOc1ccccc1" e_tot_ev=-29214.9902 de_lowest_kcal_mol=61.9
O 0.305565 1.769578 0.519620 -0.03 0.08 0.16 -0.0456
O 1.426692 -2.262559 -1.030638 0.12 -0.21 -0.18 0.0892
O -0.847170 -1.020419 -1.497303 -0.05 0.00 0.46 -0.1071
N 2.918249 0.423442 0.854349 0.06 0.03 0.10 -0.2030
N 0.720250 -1.043683 0.762924 -0.12 0.22 0.24 0.1506
C -3.257328 1.550251 1.069492 0.04 0.03 0.04 -0.0838
C -1.019370 1.745124 0.204301 -0.32 0.09 0.04 -0.2736
C -1.211803 -1.652295 2.054227 0.04 -0.03 -0.20 -0.0253
C 1.618716 -1.435136 -0.167980 0.36 -0.10 0.32 -0.4458
C 1.256214 1.692833 -0.522940 0.36 0.10 -0.12 -0.1718
C 3.759369 -0.703906 -1.272064 -0.13 -0.08 0.29 -0.0325
C -0.640309 -1.381213 0.820271 -0.15 -0.30 -0.17 -0.1612
C -1.437022 -1.411661 -0.338186 0.10 0.03 0.04 -0.2119
C 4.059953 0.602694 1.730764 0.02 0.00 0.04 -0.0817
C -3.321379 -2.065014 1.016215 -0.01 -0.03 0.07 -0.0897
C -1.538597 -1.217703 -2.704043 -0.11 0.00 -0.16 -0.0694
C -1.896116 1.598581 1.279871 0.19 0.08 -0.08 -0.0143
C -1.533616 1.864647 -1.080734 0.34 0.08 0.03 -0.0299
C 3.006226 -0.799654 0.058497 0.01 -0.13 -0.29 -0.2715
C -2.904187 1.821176 -1.278411 -0.14 0.02 0.02 -0.0952
C -2.772203 -1.777835 -0.221405 0.07 0.01 -0.21 -0.0160
C 2.641905 1.647168 0.118272 -0.38 0.05 -0.10 -0.1604
C -2.548798 -1.989507 2.159083 -0.11 0.04 0.07 -0.0968
C -3.769797 1.657285 -0.213804 -0.14 0.02 -0.12 -0.1008
H 1.066749 0.809417 -1.143907 -0.05 0.12 -0.03 0.1188
H 1.071168 -0.374259 1.440817 -0.01 -0.03 -0.22 0.1406
H 3.861353 1.433747 2.407192 0.06 0.02 0.03 0.0863
H 2.682294 2.466315 0.841666 0.05 0.00 -0.10 0.1273
H 3.396048 1.847779 -0.659130 -0.04 0.01 0.05 0.1233
H -3.294583 1.920000 -2.281761 -0.02 0.01 -0.07 0.1046
H 4.770461 -0.332260 -1.118602 0.08 0.06 0.00 0.0784
H -4.363877 -2.337907 1.081142 -0.09 -0.03 0.00 0.1029
H 3.240032 -0.056211 -1.973573 -0.01 0.05 -0.12 0.0773
H -0.838646 -0.942012 -3.491441 -0.07 -0.02 0.00 0.0992
H -1.482030 1.515215 2.272226 0.06 -0.03 0.13 0.1206
H -3.401672 -1.818493 -1.095771 -0.03 0.03 -0.11 0.1079
H -0.880656 1.983442 -1.930758 0.09 -0.02 -0.06 0.1102
H -3.923029 1.423729 1.909865 -0.05 -0.02 0.09 0.1063
H -2.979682 -2.199077 3.126034 -0.03 -0.03 0.09 0.0992
H 1.201586 2.590997 -1.155392 -0.01 -0.14 0.05 0.1346
H 4.993843 0.813991 1.190142 0.04 0.00 0.00 0.0887
H -4.835583 1.615839 -0.379938 -0.09 0.00 -0.02 0.0994
H 3.809238 -1.697251 -1.708129 0.02 -0.01 -0.07 0.0826
H -0.589569 -1.600251 2.935686 0.10 -0.03 0.08 0.1160
H -2.427165 -0.579557 -2.764731 0.02 -0.05 -0.01 0.0819
H -1.826481 -2.264984 -2.832250 0.00 0.02 0.02 0.1028
H 3.534219 -1.533843 0.681784 -0.09 0.10 -0.05 0.1510
H 4.200521 -0.296539 2.328451 0.05 0.00 0.04 0.0873

---

[2]
49
Properties=species:S:1:pos:R:3:forces:R:3:lowdin_charge:R:1 method="wB97M-V/def2-TZVPD" e_lumo_ev=0.57 gap_ev=8.198 charge=0 smiles="CCOC(=O)C1CCN(C(=O)c2[nH]c3ccc(OC)cc3c2C)CC1" e_tot_ev=-31250.0527 de_lowest_kcal_mol=335.2
O 3.730880 0.747751 -1.314822 -3.28 4.69 -13.46 0.2360
O 5.295530 -0.223096 -0.192790 -1.49 0.03 3.94 -0.0265
O -0.121611 -3.167969 0.463935 -0.74 2.02 0.92 -0.0230
O -6.800487 1.275528 -0.463495 0.17 -3.76 -0.90 -0.1101
N 0.948659 -1.360526 0.132511 3.87 9.79 -0.17 0.0245
N -2.421186 -1.955596 -0.608101 -0.56 -7.81 -8.12 0.1344
C 4.036622 0.397641 -0.324386 7.09 -4.43 5.03 -0.6035
C -4.842636 -1.525210 -1.355825 8.32 -7.56 -4.29 -0.0755
C 3.143719 0.563372 0.707371 -0.88 -0.42 8.13 -0.2098
C 1.740258 1.130953 0.357087 0.76 2.51 0.72 -0.1106
C -1.564559 -1.369710 0.177827 8.31 -7.26 -3.08 -0.2631
C -6.922731 2.210124 0.509523 -0.54 7.99 -13.68 -0.0945
C 7.076608 1.172410 -1.129592 3.11 -6.88 -4.51 -0.0270
C -4.430563 0.740879 0.140504 -4.40 -0.65 1.12 0.0535
C 2.985835 -0.799381 1.482376 -3.25 3.75 3.06 -0.1586
C 2.219302 -1.740313 0.797493 -1.47 -3.53 -8.41 -0.1439
C -0.155935 -1.874050 0.353443 -5.15 -8.64 -0.20 -0.3957
C -1.638951 0.578107 1.597331 0.41 5.39 0.65 -0.0413
C -3.557901 -1.238127 -0.756327 -2.64 -2.85 -1.03 -0.2319
C -5.724760 0.406643 -0.371716 1.00 0.07 -3.55 -0.1350
C -5.828040 -0.766192 -1.429727 -3.24 6.40 4.91 -0.0053
C 0.900910 0.206952 -0.503905 7.12 -4.10 2.01 0.0218
C -2.097711 -0.407991 0.646440 -8.06 12.11 6.15 -0.2616
C -3.484826 -0.284974 0.122942 2.81 3.46 1.74 -0.1337
C 6.416695 -0.145241 -1.067915 -3.19 0.57 -0.99 -0.2096
H -6.705535 -1.107161 -1.854181 -1.87 0.15 -0.94 0.0910
H -1.361726 1.684279 1.007317 -0.41 -3.01 1.40 0.1540
H 2.678810 -1.943492 -0.375443 0.34 -0.34 3.40 0.2155
H -0.752846 0.242267 2.091052 0.76 0.08 0.47 0.0489
H -2.142350 -2.713828 -1.462604 -0.75 2.72 3.68 0.2678
H -6.704147 1.953748 1.320242 2.37 -4.07 12.73 -0.0297
H -0.048240 0.342679 -0.568146 -5.84 1.53 -0.53 0.0290
H -6.057477 2.940512 0.156377 -1.36 -0.33 1.37 0.1379
H 7.894419 0.943218 -1.911317 -0.93 0.83 1.02 0.1391
H 1.911613 -2.664571 1.226788 0.62 -0.90 0.61 0.1146
H 2.540691 -0.818320 2.567329 0.16 1.37 -1.61 0.1740
H 3.866059 -1.148140 1.770231 4.27 -1.79 0.33 0.0709
H 7.498482 1.551363 -0.368576 3.11 2.21 6.07 0.0135
H -2.329053 1.060890 2.427701 0.85 -1.72 -1.72 0.1152
H 1.281575 1.282396 1.357130 -0.03 -0.05 -0.66 0.1088
H 6.980136 -0.976774 -0.773704 1.15 -0.98 0.25 0.1102
H -7.824272 2.794679 0.245862 0.19 -0.59 1.06 0.1202
H 6.483316 1.812949 -1.503497 -4.40 4.74 -2.96 0.0123
H 5.934783 -0.308925 -2.035630 0.71 -0.30 -0.44 0.1258
H -4.719579 -2.454262 -2.173422 -0.80 2.07 2.29 0.1712
H 1.857922 2.228015 -0.096491 -0.37 -2.48 0.64 0.1695
H -4.412476 1.526768 0.877886 0.37 0.35 -0.04 0.0960
H 1.418539 0.055339 -1.434264 -0.21 0.09 -0.60 0.1150
H 3.808223 1.144391 1.539162 -2.01 -0.46 -1.81 0.2193

---

[3]
50
Properties=species:S:1:pos:R:3:forces:R:3:lowdin_charge:R:1 method="wB97M-V/def2-TZVPD" e_lumo_ev=0.08 gap_ev=7.788 charge=0 smiles="COc1cccc(-c2nc(CSCC(=O)NC[C@@H]3CCCO3)c(C)o2)c1" e_tot_ev=-42082.7670 de_lowest_kcal_mol=386.9
S 1.404651 -3.617040 2.207248 4.67 -1.32 -0.75 0.9201
O -1.431145 -0.606351 -2.456806 -0.93 -1.43 -3.27 -0.0807
O 2.671865 -0.119383 -0.270894 1.14 2.29 -3.30 0.1041
O -2.347024 -2.980883 1.585463 -10.69 2.05 1.87 0.1619
O -1.197896 4.596000 0.133849 0.87 -0.75 0.02 -0.1399
N -0.549093 -3.036643 0.150248 -2.69 0.90 -5.41 0.0563
N 1.256869 0.046435 1.189885 -5.58 -3.67 10.66 0.1818
C 0.202629 4.134818 -1.664600 1.88 -0.82 -4.87 -0.0328
C -1.700929 -0.233694 -0.284384 -6.70 -1.88 2.10 -0.0390
C 1.644278 2.128240 -1.812543 1.38 -0.32 3.54 0.0412
C 0.306322 2.582062 0.315168 3.10 3.85 -7.07 0.0696
C -1.758447 4.298779 1.509092 -0.38 -1.92 -8.11 0.0094
C 1.265566 1.817389 -0.228193 -0.90 5.76 -8.46 -0.0896
C 2.948875 -1.097433 0.523423 -4.94 -0.77 3.37 -0.2768
C -1.300263 -2.634439 -1.175950 4.90 0.56 0.15 -0.0183
C 3.741959 -2.148984 0.006992 6.31 1.79 13.91 0.0057
C -1.345602 -3.234175 1.188814 14.48 -2.37 1.36 -0.5840
C -0.081357 3.753360 -0.489237 -5.06 -0.54 8.78 -0.1790
C -2.803817 0.745096 -1.218475 12.17 4.84 9.50 -0.0437
C 1.934470 -1.077299 1.633444 3.55 3.75 -7.72 -0.1877
C 1.598305 -1.938173 2.701383 11.03 -2.90 -0.56 -0.3991
C -1.064418 -1.069544 -1.290906 4.69 -2.36 2.16 -0.4494
C -0.192126 -3.765635 2.428787 -6.70 1.39 0.63 -0.5075
C 1.124737 3.244657 -2.373635 -0.61 0.32 1.22 -0.0864
C 1.558558 0.621757 0.203245 6.38 -4.76 -1.97 -0.4319
C -1.973761 0.666024 -2.301236 1.70 1.28 -9.82 -0.2843
H 4.878451 -1.849261 0.172233 -1.97 -0.67 -0.86 0.1422
H -0.490607 -4.777063 2.459688 -0.16 -1.35 0.50 0.0464
H -1.060200 1.252937 -2.579954 -1.17 0.95 1.19 0.1375
H 0.472863 -3.123196 0.011068 -1.21 -0.36 1.28 0.1050
H 1.407337 3.469047 -3.360207 0.27 0.37 -1.20 0.0857
H -1.095643 0.260126 0.419249 0.62 0.92 0.50 0.0580
H -0.574968 -3.218503 3.366554 0.41 -1.04 -1.23 0.1106
H -2.460637 -0.934987 0.348888 1.87 1.67 -1.04 0.1533
H 0.769283 -1.682181 2.982641 -8.74 3.00 4.23 -0.0200
H 0.191559 -0.860825 -1.125209 -2.76 -1.01 -0.49 0.1905
H -0.739103 -3.181065 -2.074812 -1.45 1.16 1.89 0.1566
H -2.653792 0.655668 -3.305645 1.49 0.79 1.79 0.1730
H 2.522281 -1.943038 3.478273 -2.57 0.26 -1.18 0.1566
H 3.617638 -2.615180 -0.747174 -2.07 -5.10 -10.28 -0.0395
H -2.518050 4.873996 1.750575 -3.26 3.80 0.51 0.0465
H 3.664191 -3.060963 0.894269 0.27 2.41 -2.43 0.1375
H -0.137253 2.256135 1.091503 -3.20 -1.54 5.75 0.0480
H -0.435901 4.877054 -2.115881 0.46 0.34 -0.22 0.1323
H -2.667537 1.691811 -0.584089 -1.15 -1.05 -1.40 0.1490
H -2.226978 3.390169 1.405960 -0.54 -2.74 0.31 0.0631
H -3.600385 0.418791 -1.459824 -10.76 -4.29 -1.69 0.0050
H -2.296121 -2.953374 -1.063095 -1.35 -0.13 -0.11 0.0937
H 2.559706 1.612514 -2.281696 -1.94 0.50 0.81 0.1299
H -1.039341 4.366446 2.106503 5.83 0.15 5.40 0.0192